1.
Formula: C4H6N2O
Source: the Open Molecules 2025 dataset
Level of theory: ωB97M-V/def2-TZVPD

XYZ file:
```
13
Properties=species:S:1:pos:R:3:mulliken_charge:R:1
C 1.996 0.492 0.103 -1.037
C 0.567 0.065 0.000 0.705
C 0.084 -1.324 -0.213 -0.239
N -1.191 -1.360 -0.310 -0.515
C -1.595 -0.018 0.073 0.342
O -2.682 0.489 -0.614 -0.484
N -0.437 0.856 0.102 -0.570
H 2.253 0.667 1.154 0.263
H 2.147 1.430 -0.438 0.299
H 2.675 -0.268 -0.296 0.314
H 0.701 -2.220 -0.230 0.367
H -1.838 -0.254 1.123 0.226
H -2.680 1.444 -0.455 0.328
```

Results
Molecular weight = 98.1 g/mol
HOMO-LUMO gap = 10.695 eV
Structure (SMILES) = CC1=N[C@@H](O)N=C1
Energy = -9272.05697 eV
Relative energy (zero: lowest compared OMol25 entry of this formula, charge and spin) = 1.445 eV
Net charge = 0

=====

2.
Formula: C52H41BrIN3O28PS
Source: the Open Molecules 2025 dataset
Level of theory: ωB97M-V/def2-TZVPD

XYZ file:
```
128
Properties=species:S:1:pos:R:3:mulliken_charge:R:1
C -1.879 -0.040 0.357 -0.746
C -1.356 -1.255 0.467 -0.755
C -0.919 -2.817 0.615 1.829
P -2.538 -3.790 0.343 0.220
S -2.529 -4.756 -1.352 -0.273
N 0.050 -3.307 -0.456 0.081
C 1.189 -3.938 0.288 -0.009
N 1.921 -5.003 -0.088 -0.550
I 1.569 -5.980 -1.904 0.463
N 1.329 -3.129 1.522 0.288
C 2.120 -1.856 1.459 -0.173
C 2.879 -1.600 0.061 -0.094
C 4.307 -1.688 -0.091 -0.751
C -0.085 -3.062 2.000 -0.109
Br -0.288 -4.906 2.827 -0.023
C -0.416 -2.090 3.264 -0.406
C 0.384 -2.348 4.480 -0.722
H -2.655 0.817 0.254 0.411
H -3.616 -2.827 0.421 0.124
H -2.796 -4.775 1.372 0.074
H 0.358 -2.517 -1.032 0.127
H 2.684 -5.367 0.532 0.298
H 2.950 -1.945 2.272 0.349
H 1.528 -0.902 1.713 0.240
H 2.213 -1.294 -0.846 0.223
H 4.732 -1.598 -1.155 0.264
H 5.061 -1.835 0.768 0.085
H -1.184 -1.228 3.219 0.350
H -0.033 -2.954 5.362 0.253
H 1.495 -2.006 4.574 0.200
C 2.545 -0.371 -4.719 -0.781
C 2.879 -1.649 -4.535 0.022
C 3.922 -2.308 -5.370 0.980
O 4.216 -3.474 -5.161 -0.645
C 4.558 -1.515 -6.429 -0.919
C 4.221 -0.236 -6.617 0.321
C 3.198 0.430 -5.763 0.923
O 2.927 1.604 -5.949 -0.591
O 4.804 0.511 -7.600 -0.553
O 2.277 -2.408 -3.567 -0.206
H 1.791 0.119 -4.118 0.460
H 5.300 -2.010 -7.040 0.426
H 4.395 1.398 -7.531 0.355
H 2.692 -3.293 -3.635 0.198
C -3.372 4.068 3.553 -0.911
C -2.503 3.059 3.646 0.279
C -2.955 1.672 3.955 0.904
O -2.135 0.767 4.015 -0.588
C -4.387 1.450 4.184 -0.985
C -5.255 2.460 4.094 0.349
C -4.807 3.840 3.758 0.976
O -5.630 4.737 3.666 -0.651
O -6.590 2.266 4.308 -0.576
O -1.163 3.259 3.459 -0.492
H -3.057 5.079 3.327 0.506
H -4.699 0.442 4.425 0.454
H -7.004 3.145 4.184 0.343
H -0.750 2.380 3.577 0.304
C 8.299 1.234 1.116 -0.896
C 9.405 1.376 1.849 0.495
C 10.233 0.200 2.239 0.830
O 11.248 0.366 2.894 -0.594
C 9.779 -1.132 1.816 -0.841
C 8.671 -1.272 1.086 0.317
C 7.860 -0.093 0.673 1.005
O 6.859 -0.255 -0.012 -0.543
O 8.237 -2.508 0.688 -0.602
O 9.823 2.608 2.269 -0.524
H 7.692 2.079 0.824 0.307
H 10.379 -1.979 2.121 0.435
H 7.421 -2.343 0.174 0.301
H 10.643 2.445 2.778 0.352
C 4.954 6.412 1.554 -0.855
C 5.825 5.403 1.631 0.323
C 5.377 4.013 1.931 0.923
O 6.197 3.109 1.976 -0.511
C 3.947 3.787 2.168 -1.106
C 3.077 4.796 2.095 0.252
C 3.521 6.181 1.768 0.949
O 2.696 7.076 1.691 -0.607
O 1.743 4.598 2.317 -0.451
O 7.163 5.606 1.436 -0.568
H 5.265 7.425 1.335 0.441
H 3.638 2.777 2.403 0.530
H 1.327 5.477 2.205 0.347
H 7.579 4.726 1.543 0.299
C -2.004 -8.977 -5.941 -0.920
C -2.613 -8.093 -6.735 0.331
C -2.362 -6.630 -6.601 0.883
O -2.920 -5.849 -7.353 -0.593
C -1.440 -6.183 -5.548 -0.595
C -0.836 -7.067 -4.756 -0.329
C -1.065 -8.530 -4.906 1.012
O -0.479 -9.311 -4.173 -0.621
O 0.026 -6.663 -3.765 -0.471
O -3.491 -8.495 -7.700 -0.549
H -2.175 -10.042 -6.028 0.433
H -1.279 -5.117 -5.450 0.501
H 0.333 -7.488 -3.333 0.500
H -3.794 -7.673 -8.137 0.352
C -7.224 -2.386 -3.779 -0.933
C -7.429 -2.039 -5.052 0.294
C -6.295 -1.884 -6.006 0.989
O -6.519 -1.584 -7.167 -0.602
C -4.934 -2.098 -5.498 -0.743
C -4.729 -2.442 -4.225 0.186
C -5.866 -2.623 -3.278 0.939
O -5.644 -2.956 -2.123 -0.554
O -3.466 -2.642 -3.740 -0.454
O -8.689 -1.813 -5.529 -0.556
H -8.039 -2.504 -3.076 0.425
H -4.119 -1.965 -6.197 0.441
H -3.585 -2.883 -2.797 0.084
H -8.572 -1.579 -6.472 0.351
C -7.927 8.190 6.576 -0.952
C -7.538 9.247 7.293 0.331
C -6.121 9.710 7.287 0.909
O -5.804 10.691 7.940 -0.598
C -5.152 8.950 6.488 -0.774
C -5.540 7.892 5.773 0.307
C -6.963 7.445 5.758 0.961
O -7.289 6.484 5.079 -0.552
O -4.642 7.176 5.027 -0.506
O -8.426 9.947 8.061 -0.557
H -8.953 7.846 6.570 0.413
H -4.124 9.286 6.507 0.432
H -5.161 6.462 4.602 0.263
H -7.903 10.662 8.478 0.350
```

Results
Molecular weight = 1425.7 g/mol
HOMO-LUMO gap = 6.559 eV
Energy = -214633.38669 eV
Net charge = +1

=====

3.
Formula: C32H47B2F18N4O13
Source: the Open Molecules 2025 dataset
Level of theory: ωB97M-V/def2-TZVPD

XYZ file:
```
116
Properties=species:S:1:pos:R:3:mulliken_charge:R:1
N 5.626 -1.313 -0.487 -0.075
B 4.382 -1.713 -1.122 -0.084
O 4.514 -2.766 -2.077 -0.416
B 2.910 -0.917 -0.782 0.749
C 2.778 0.434 -1.720 -1.857
C 1.604 1.391 -1.381 1.321
N 0.534 1.423 -2.381 -0.550
N 2.167 2.759 -1.331 -0.873
N 0.946 1.120 -0.108 -0.478
C 1.628 -1.913 -0.932 -0.366
C 0.859 -2.024 -2.099 -0.167
C -0.253 -2.866 -2.195 -0.701
C -0.633 -3.624 -1.093 -0.538
C 0.108 -3.566 0.083 -0.543
C 1.213 -2.718 0.146 -0.266
H 5.562 -1.340 0.519 0.091
H 6.412 -1.864 -0.816 0.129
H 3.952 -3.500 -1.825 0.199
H 3.002 -0.554 0.400 -0.434
H 3.704 1.006 -1.687 0.357
H 2.688 0.123 -2.766 0.308
H -0.191 0.775 -2.105 0.160
H 0.909 1.116 -3.266 0.314
H 2.768 2.792 -0.511 0.307
H 1.401 3.395 -1.125 0.351
H 0.419 0.258 -0.120 0.056
H 1.594 1.146 0.660 0.225
H 1.117 -1.445 -2.975 0.285
H -0.809 -2.922 -3.119 0.440
H -1.511 -4.254 -1.160 0.370
H -0.187 -4.153 0.932 0.456
H 1.783 -2.666 1.066 0.418
C -1.482 2.087 1.876 -1.105
C -1.389 3.206 0.867 0.078
O -2.715 3.692 0.527 -0.267
C -3.273 4.563 1.334 0.122
O -2.831 5.038 2.341 -0.563
C -4.640 4.957 0.749 1.106
F -5.320 3.889 0.327 -0.258
F -4.485 5.781 -0.300 -0.274
F -5.395 5.595 1.651 -0.253
H -2.133 1.295 1.504 0.265
H -0.497 1.669 2.060 0.284
H -1.897 2.437 2.823 0.420
H -0.956 2.841 -0.061 0.135
H -0.768 4.027 1.224 0.228
C -8.032 7.505 2.312 -1.129
C -8.413 6.769 1.048 -0.134
O -9.687 7.222 0.539 -0.328
C -9.667 8.325 -0.187 0.340
O -8.716 8.991 -0.470 -0.503
C -11.092 8.638 -0.683 0.877
F -11.993 8.490 0.293 -0.248
F -11.420 7.806 -1.682 -0.254
F -11.167 9.884 -1.137 -0.239
H -8.823 7.418 3.059 0.311
H -7.113 7.093 2.723 0.356
H -7.879 8.566 2.118 0.299
H -8.544 5.708 1.251 0.320
H -7.649 6.866 0.278 0.333
C -5.763 4.263 -4.008 -0.877
C -6.218 2.873 -4.399 -0.230
O -5.096 1.998 -4.609 -0.328
C -4.573 1.464 -3.510 0.344
O -4.945 1.638 -2.390 -0.518
C -3.410 0.528 -3.887 0.935
F -2.621 1.086 -4.810 -0.266
F -3.903 -0.613 -4.395 -0.280
F -2.683 0.235 -2.822 -0.219
H -5.072 4.660 -4.751 0.301
H -6.620 4.932 -3.931 0.379
H -5.248 4.250 -3.048 0.108
H -6.748 2.894 -5.349 0.311
H -6.886 2.445 -3.652 0.309
C 6.112 -4.619 -4.172 -0.878
C 5.502 -5.954 -4.526 -0.276
O 6.501 -6.893 -5.000 -0.300
C 7.187 -7.538 -4.077 0.342
O 7.080 -7.451 -2.890 -0.509
C 8.168 -8.511 -4.760 0.908
F 8.802 -7.934 -5.787 -0.249
F 7.504 -9.578 -5.230 -0.259
F 9.084 -8.942 -3.896 -0.244
H 6.673 -4.220 -5.019 0.332
H 5.334 -3.907 -3.895 0.205
H 6.800 -4.708 -3.332 0.291
H 4.802 -5.849 -5.352 0.307
H 4.963 -6.387 -3.685 0.332
C -3.253 -5.649 6.563 -1.092
C -3.312 -4.285 5.909 -0.230
O -2.002 -3.838 5.520 -0.317
C -1.550 -4.309 4.364 0.240
O -2.117 -5.062 3.630 -0.517
C -0.168 -3.703 4.062 1.052
F 0.615 -3.720 5.151 -0.282
F -0.306 -2.433 3.672 -0.258
F 0.436 -4.384 3.099 -0.223
H -2.561 -5.637 7.406 0.298
H -4.241 -5.936 6.923 0.370
H -2.908 -6.405 5.859 0.311
H -3.673 -3.537 6.611 0.312
H -3.975 -4.282 5.045 0.331
C 9.108 -2.199 4.493 -1.101
C 8.052 -1.247 5.011 -0.226
O 7.965 -0.070 4.189 -0.342
C 7.234 -0.193 3.085 0.355
O 6.659 -1.174 2.722 -0.506
C 7.192 1.150 2.334 0.886
F 8.411 1.715 2.291 -0.273
F 6.375 2.000 2.977 -0.276
F 6.757 0.983 1.103 -0.213
H 10.069 -1.692 4.407 0.305
H 9.215 -3.046 5.170 0.365
H 8.842 -2.578 3.506 0.314
H 8.313 -0.885 6.004 0.313
H 7.076 -1.726 5.074 0.325
```

Results
Molecular weight = 1059.3 g/mol
HOMO-LUMO gap = 6.054 eV
Energy = -116798.03882 eV
Relative energy (zero: lowest compared OMol25 entry of this formula, charge and spin) = 0.000 eV
Net charge = -1

=====

Q: The highest HOMO-LUMO gap belongs to which entry?
A: C4H6N2O

=====

Q: What is the formula in the second record?
A: C52H41BrIN3O28PS